# 1
This record from the Open Molecules 2025 dataset describes a 16-piece molecular cluster, C37H59Cl30N3O6 overall at a distorted geometry. The level of theory is ωB97M-V with the def2-TZVPD basis set.

Cartesian coordinates (Å):
C -5.5046 2.0292 2.8057
C -4.0595 2.1765 2.2956
N -3.5454 0.8300 2.0127
C -2.0562 0.8205 1.9795
C -1.5117 -0.5698 2.3455
C -0.7321 -1.3079 1.2873
C -0.5679 -0.9047 -0.0368
C 0.2162 -1.6205 -0.9567
C 0.3660 -1.0338 -2.3368
C -0.9557 -0.6907 -3.0783
C -2.1309 -1.6177 -2.7640
C -3.1904 -1.6283 -3.8860
N -3.4796 -2.9754 -4.4317
C 0.8734 -2.8074 -0.5733
C 1.7745 -3.6109 -1.4804
C 1.1568 -4.0700 -2.7658
O 0.0021 -4.2342 -2.9669
O 2.1012 -4.3568 -3.7609
C 2.2230 -3.3771 -4.7363
C 3.0736 -2.1864 -4.4403
O 1.6871 -3.5183 -5.7877
C 0.6825 -3.2149 0.7511
C -0.0828 -2.4954 1.6461
C -0.0279 -3.1875 2.9719
O -0.3001 -2.7660 4.0545
N 0.5059 -4.5072 2.7141
C 1.2245 -4.4170 1.4737
O 2.0891 -5.1681 1.1523
C -4.0319 0.3280 0.7634
C -4.2801 -1.1597 0.7264
O -4.2462 1.0282 -0.1896
H -6.1939 2.0397 1.9658
H -5.7457 2.7973 3.5340
H -5.5665 1.0650 3.3042
H -3.4810 2.5970 3.1119
H -4.0172 2.8621 1.4510
H -1.7120 1.1923 1.0128
H -1.6979 1.5193 2.7218
H -0.8537 -0.4434 3.2002
H -2.3633 -1.1643 2.6629
H -1.0413 -0.0020 -0.3940
H 1.0105 -1.6267 -2.9676
H 0.8846 -0.0836 -2.1899
H -0.7391 -0.7530 -4.1421
H -1.2211 0.3296 -2.8131
H -2.6258 -1.2970 -1.8522
H -1.7576 -2.6264 -2.6093
H -4.1353 -1.2729 -3.4830
H -2.9071 -0.9567 -4.6940
H -4.0926 -3.4251 -3.7631
H -2.6134 -3.5041 -4.4220
H 2.0495 -4.5221 -0.9504
H 2.7088 -3.0860 -1.6619
H 3.9368 -2.1461 -5.0919
H 3.3561 -2.1033 -3.4028
H 2.4753 -1.3078 -4.6744
H -0.3112 -5.1102 2.6641
H -4.3418 -1.5340 1.7421
H -5.1842 -1.3776 0.1702
H -3.4319 -1.6487 0.2494
C 4.9210 0.0125 -0.8225
Cl 4.8375 -0.1816 -2.5782
Cl 3.4471 -0.5693 -0.0288
H 5.7640 -0.5573 -0.4509
H 5.0444 1.0643 -0.5942
C -1.9274 -0.1471 5.9341
Cl -0.3498 0.6506 5.9332
Cl -3.1819 0.8993 5.2565
H -1.8572 -1.0452 5.3288
H -2.1934 -0.4004 6.9539
C 2.3378 -1.7044 -8.4614
Cl 3.8067 -1.1782 -7.6301
Cl 1.2779 -0.3332 -8.8207
H 2.6164 -2.1785 -9.3949
H 1.8098 -2.4037 -7.8218
C 2.3154 3.3926 -7.4026
Cl 2.6038 2.2118 -6.1179
Cl 1.8182 4.9617 -6.7550
H 3.2330 3.5209 -7.9550
H 1.5317 3.0180 -8.0515
C -5.8176 0.0008 7.8988
Cl -6.2296 -0.1807 6.1961
Cl -4.7296 -1.2862 8.4457
H -5.3162 0.9512 8.0398
H -6.7265 -0.0406 8.4869
C 4.7183 1.6717 -10.0497
Cl 6.1929 2.1613 -9.2078
Cl 3.6873 3.0582 -10.4363
H 4.9908 1.1777 -10.9743
H 4.1619 0.9977 -9.4073
C 0.2560 4.1959 2.3505
Cl -1.3526 4.6060 1.7585
Cl 0.1961 2.9955 3.6546
H 0.8342 3.7853 1.5304
H 0.7281 5.0997 2.7284
C 0.2457 8.7397 1.5564
Cl 1.0167 7.3321 2.3020
Cl -0.9136 8.2776 0.3095
H -0.2727 9.2961 2.3277
H 1.0190 9.3476 1.1016
C -1.6570 1.4096 -10.8667
Cl -0.1160 2.2746 -10.7817
Cl -2.8853 2.3316 -11.7388
H -1.4952 0.4711 -11.3827
H -2.0080 1.2308 -9.8575
C -4.3789 -2.7531 12.0321
Cl -2.7892 -2.3396 12.6826
Cl -5.4348 -1.3420 11.9165
H -4.2501 -3.1673 11.0386
H -4.8445 -3.4795 12.6867
C 2.3926 -1.1510 7.2150
Cl 1.8287 -0.6133 8.8034
Cl 4.1283 -1.4870 7.2076
H 1.8603 -2.0555 6.9457
H 2.1962 -0.3687 6.4950
C 7.3252 -1.3047 -5.7590
Cl 6.0882 -0.0741 -5.4652
Cl 6.6391 -2.9285 -5.8914
H 7.8327 -1.0663 -6.6860
H 8.0235 -1.2930 -4.9307
C 4.3127 7.0050 0.0913
Cl 2.7212 7.5041 -0.4932
Cl 4.2067 5.7540 1.3395
H 4.8745 6.6068 -0.7446
H 4.8157 7.8686 0.5088
C -5.1376 -4.7032 7.3103
Cl -6.2424 -5.3904 8.5087
Cl -5.5900 -5.1463 5.6601
H -5.1676 -3.6245 7.4003
H -4.1398 -5.0772 7.5071
C 4.9732 2.3113 6.2742
Cl 3.3387 2.0092 5.6742
Cl 6.1441 2.4442 4.9567
H 4.9691 3.2413 6.8294
H 5.2613 1.4855 6.9141

Forces on atoms 1 to 3 (eV/Å):
C 0.5 -0.1 -0.4
C -0.8 -0.1 0.6
N 0.6 0.7 -0.4

## Properties
Largest force on an atom (Eh/bohr): 0.0219
Multiplicity: 1
E_tot (eV): -431754.967
Orbital gap (eV): 8.5827
Highest occupied orbital energy (eV): -9.071

---

# 2
This record from the Open Molecules 2025 dataset describes C66H46BrF4NiOP3S as an isolated structure. The level of theory is ωB97M-V with the def2-TZVPD basis set.

Cartesian coordinates (Å):
Ni 0.1134 -0.1494 -0.2656
O -0.4905 0.7716 1.3032
S -0.0163 -0.0789 2.5125
C -1.3612 0.0480 3.6037
C -1.3196 0.7780 4.7679
C -2.4428 0.8919 5.6073
C -3.5916 0.2618 5.2198
C -4.9553 0.2353 5.8576
C -5.8078 -0.6768 4.9402
C -4.9104 -0.9883 3.7730
C -5.1416 -1.6427 2.6007
C -4.0675 -1.7875 1.6974
C -2.7809 -1.3204 1.9119
P -1.5656 -1.8145 0.5957
C -2.6295 -2.0353 -0.8550
C -3.1787 -3.2555 -1.2300
C -3.9808 -3.3449 -2.3574
C -4.2466 -2.2114 -3.1107
C -3.7160 -0.9847 -2.7299
C -2.9095 -0.8975 -1.6083
C -1.0101 -3.4578 1.1355
C 0.2689 -3.9000 0.7995
C 0.7195 -5.1474 1.1979
C -0.0969 -5.9655 1.9641
C -1.3591 -5.5254 2.3356
C -1.8109 -4.2790 1.9310
C -2.5383 -0.6079 3.1345
C -3.6244 -0.4646 4.0094
C 1.3441 0.7791 3.1955
C 1.8213 0.2035 4.3549
C 2.8295 0.7927 5.1291
C 3.3088 2.0003 4.7065
C 4.3149 2.9150 5.3478
C 4.4492 4.1054 4.3706
C 3.5094 3.7814 3.2434
C 3.2219 4.4571 2.0987
C 2.3778 3.8279 1.1677
C 1.7523 2.6025 1.3452
P 0.9388 2.0556 -0.2207
C 2.1252 2.6560 -1.4521
C 1.8425 3.7046 -2.3200
C 2.8286 4.1880 -3.1707
C 4.0917 3.6188 -3.1685
C 4.3741 2.5591 -2.3136
C 3.3989 2.0852 -1.4562
C -0.5522 3.0710 -0.3689
C -1.3808 2.8576 -1.4674
C -2.5425 3.5942 -1.6264
C -2.8953 4.5401 -0.6730
C -2.0845 4.7439 0.4330
C -0.9151 4.0126 0.5878
C 1.9208 1.9529 2.6186
C 2.8637 2.5500 3.4850
H -0.4033 1.2801 5.0456
H -2.3807 1.4742 6.5151
H -5.3612 1.2463 5.9035
H -4.9097 -0.1330 6.8815
H -6.7365 -0.2040 4.6235
H -6.0823 -1.6024 5.4493
H -6.1100 -2.0472 2.3429
H -4.2865 -2.3036 0.7738
H -2.9626 -4.1461 -0.6526
H -4.3938 -4.2987 -2.6514
H -4.8719 -2.2808 -3.9893
H -3.9407 -0.0955 -3.3032
H -2.5191 0.0754 -1.3106
H 0.9334 -3.2612 0.2328
H 1.7117 -5.4737 0.9207
H 0.2531 -6.9368 2.2825
H -1.9939 -6.1524 2.9454
H -2.7944 -3.9542 2.2403
H 1.3712 -0.7198 4.7038
H 3.1697 0.3142 6.0349
H 5.2631 2.4015 5.5060
H 3.9641 3.2326 6.3298
H 5.4674 4.2172 3.9982
H 4.1816 5.0521 4.8403
H 3.6610 5.4159 1.8630
H 2.2419 4.3424 0.2266
H 0.8663 4.1689 -2.3239
H 2.6061 5.0157 -3.8293
H 4.8609 4.0043 -3.8232
H 5.3622 2.1214 -2.3015
H 3.6444 1.2913 -0.7582
H -1.1052 2.1256 -2.2133
H -3.1708 3.4331 -2.4916
H -3.8015 5.1178 -0.7923
H -2.3605 5.4746 1.1795
H -0.2956 4.1752 1.4590
F 6.3976 -2.8331 -2.0682
C 5.1458 -2.4209 -2.1233
C 4.4609 -2.4187 -3.3247
F 5.0592 -2.8244 -4.4307
C 3.1441 -1.9778 -3.3592
F 2.5543 -1.9742 -4.5504
C 2.4654 -1.5293 -2.2282
P 0.7283 -0.9686 -2.3886
C 0.7571 0.3387 -3.6431
C -0.4771 0.7713 -4.1272
C -0.5417 1.6861 -5.1637
C 0.6303 2.1558 -5.7432
C 1.8577 1.7269 -5.2675
C 1.9255 0.8298 -4.2105
C -0.0456 -2.3595 -3.2862
C -0.3072 -2.2735 -4.6564
C -0.7784 -3.3752 -5.3488
C -0.9691 -4.5849 -4.6956
C -0.6961 -4.6819 -3.3423
C -0.2504 -3.5718 -2.6423
C 3.1847 -1.5530 -1.0280
Br 2.4571 -1.0631 0.6484
C 4.4991 -1.9856 -0.9714
F 5.1711 -2.0056 0.1720
H -1.3958 0.3582 -3.7220
H -1.5020 2.0083 -5.5386
H 0.5830 2.8482 -6.5718
H 2.7712 2.0860 -5.7177
H 2.8943 0.5158 -3.8502
H -0.1202 -1.3619 -5.2025
H -0.9734 -3.2931 -6.4086
H -1.3214 -5.4470 -5.2442
H -0.8340 -5.6194 -2.8213
H -0.0452 -3.6783 -1.5894

Forces on atoms 1 to 3 (eV/Å):
Ni -0.8 0.4 0.3
O 0.1 -0.1 0.0
S 0.1 -0.5 -0.3

## Properties
Largest force on an atom (Eh/bohr): 0.0175
Multiplicity: 1
Charge: +2
ΔE to the lowest compared entry with this formula, charge and spin (kcal per mole): 2.8
E_tot (eV): -231881.738
Orbital gap (alpha / beta) (eV): 7.0668 / 7.0221
Highest occupied orbital energy (alpha / beta) (eV): -12.648 / -12.649